{
  "formula": "C38H58N3O5RuSSeSi3",
  "method": "ωB97M-V with the def2-TZVPD basis set",
  "species": ["Ru", "O", "C", "C", "C", "C", "C", "C", "C", "O", "N", "O", "O", "H", "H", "H", "H", "C", "O", "Si", "C", "C", "C", "Si", "C", "C", "C", "Si", "C", "C", "C", "H", "H", "H", "H", "H", "H", "H", "H", "H", "H", "H", "H", "H", "H", "H", "H", "H", "H", "H", "H", "H", "H", "H", "H", "H", "H", "H", "S", "C", "C", "C", "C", "C", "C", "H", "H", "H", "H", "H", "C", "C", "C", "C", "N", "C", "Se", "N", "C", "C", "C", "C", "C", "C", "C", "C", "C", "C", "H", "H", "H", "H", "H", "H", "H", "H", "H", "H", "H", "H", "H", "H", "H", "H", "H", "H", "H", "H", "H", "H"],
  "positions_angstrom": [[-1.068, -1.199, 0.026], [0.621, -2.061, 0.757], [1.417, -1.594, 1.581], [1.315, -0.328, 2.219], [2.095, -0.098, 3.361], [1.916, 1.046, 4.077], [0.970, 2.005, 3.687], [0.227, 1.813, 2.554], [0.384, 0.646, 1.770], [-0.256, 0.543, 0.646], [2.713, 1.269, 5.303], [3.484, 0.395, 5.641], [2.547, 2.321, 5.888], [2.259, -2.233, 1.864], [2.818, -0.832, 3.701], [0.850, 2.893, 4.293], [-0.496, 2.549, 2.223], [-3.239, 0.596, -1.601], [-2.933, -0.418, -0.640], [-3.910, -1.711, -0.110], [-4.338, -2.791, -1.545], [-5.494, -0.951, 0.480], [-2.604, -2.289, 1.072], [-2.698, -1.384, 2.748], [-4.193, -2.061, 3.647], [-1.249, -1.676, 3.900], [-2.941, 0.462, 2.518], [-2.180, -4.135, 1.113], [-1.217, -4.598, -0.411], [-1.162, -4.623, 2.590], [-3.777, -5.104, 1.166], [-4.320, 0.728, -1.657], [-2.854, 0.327, -2.580], [-2.780, 1.529, -1.275], [-4.752, -2.180, -2.355], [-5.109, -3.512, -1.255], [-3.491, -3.355, -1.940], [-6.208, -0.869, -0.346], [-5.341, 0.044, 0.899], [-5.971, -1.566, 1.249], [-3.971, -3.052, 4.059], [-5.076, -2.150, 3.012], [-4.447, -1.402, 4.487], [-1.530, -2.402, 4.668], [-0.985, -0.743, 4.413], [-0.356, -2.053, 3.410], [-4.007, 0.701, 2.457], [-2.459, 0.850, 1.621], [-2.535, 1.002, 3.379], [-0.241, -4.109, -0.419], [-1.733, -4.331, -1.337], [-1.040, -5.680, -0.438], [-0.178, -4.146, 2.596], [-1.007, -5.709, 2.567], [-1.664, -4.381, 3.531], [-4.548, -4.686, 0.514], [-4.182, -5.131, 2.185], [-3.599, -6.140, 0.852], [-0.336, -0.819, -2.175], [0.146, -2.396, -2.818], [-0.696, -3.019, -3.734], [-0.356, -4.265, -4.245], [0.821, -4.884, -3.848], [1.673, -4.250, -2.951], [1.339, -3.007, -2.435], [-1.618, -2.533, -4.034], [-1.016, -4.754, -4.951], [1.078, -5.861, -4.240], [2.595, -4.730, -2.646], [1.992, -2.514, -1.729], [2.424, 2.099, -5.120], [2.268, 3.334, -4.235], [0.812, 3.631, -3.869], [0.253, 2.667, -2.824], [0.907, 2.832, -1.519], [1.853, 2.042, -0.980], [2.281, 0.290, -1.460], [2.370, 2.665, 0.096], [3.549, 2.248, 0.868], [4.782, 3.081, 0.526], [5.244, 2.945, -0.923], [5.873, 1.587, -1.233], [1.705, 3.876, 0.287], [1.814, 4.838, 1.283], [0.940, 5.907, 1.215], [0.002, 6.019, 0.179], [-0.093, 5.062, -0.816], [0.775, 3.982, -0.731], [3.473, 1.930, -5.365], [1.877, 2.224, -6.057], [2.054, 1.196, -4.625], [2.680, 4.204, -4.751], [2.856, 3.205, -3.321], [0.185, 3.546, -4.761], [0.723, 4.655, -3.502], [0.405, 1.641, -3.141], [-0.816, 2.825, -2.682], [3.718, 1.194, 0.659], [3.302, 2.351, 1.925], [5.583, 2.763, 1.199], [4.570, 4.130, 0.747], [5.974, 3.730, -1.128], [4.399, 3.125, -1.593], [6.759, 1.422, -0.616], [6.178, 1.533, -2.279], [5.177, 0.763, -1.057], [2.547, 4.756, 2.077], [0.976, 6.670, 1.981], [-0.664, 6.873, 0.158], [-0.814, 5.152, -1.618]],
  "forces_ev_per_a": [[0.39, 0.90, -1.28], [-0.10, -0.62, -0.16], [0.19, 0.02, -0.18], [-0.08, 0.18, 0.11], [0.11, -0.25, 0.01], [-0.06, 0.20, 0.23], [0.12, 0.03, 0.10], [-0.03, 0.06, -0.23], [0.54, 0.01, 0.25], [-1.31, -0.54, -0.40], [0.01, 0.03, -0.07], [-0.11, 0.04, -0.12], [-0.04, -0.07, -0.09], [0.01, -0.04, 0.01], [-0.04, 0.01, -0.04], [-0.02, -0.01, -0.01], [0.05, 0.00, 0.03], [0.01, -0.05, 0.20], [0.22, 0.32, -0.19], [-0.10, 0.22, 0.34], [0.06, -0.32, -0.25], [-0.29, 0.01, 0.11], [0.86, 0.50, -0.45], [-0.39, -0.21, -0.05], [-0.12, -0.09, 0.21], [0.20, 0.11, 0.11], [-0.14, 0.19, -0.02], [-0.18, 0.16, -0.02], [0.13, -0.15, -0.24], [0.12, -0.07, 0.25], [-0.19, -0.12, 0.11], [0.00, 0.00, 0.05], [0.01, -0.06, -0.07], [0.01, 0.00, 0.02], [0.01, -0.03, 0.07], [0.03, 0.10, -0.09], [-0.07, 0.06, -0.02], [0.06, 0.01, 0.05], [-0.02, -0.06, 0.01], [-0.02, 0.06, -0.12], [-0.06, 0.08, -0.05], [0.06, 0.01, 0.09], [0.04, -0.12, -0.09], [0.04, 0.06, -0.06], [-0.01, -0.09, -0.07], [0.02, -0.02, 0.05], [0.12, -0.01, 0.03], [-0.02, 0.06, 0.01], [-0.06, -0.06, -0.02], [0.00, -0.04, -0.02], [0.06, -0.05, 0.03], [-0.04, 0.11, 0.03], [-0.07, -0.08, 0.00], [-0.01, 0.12, 0.00], [0.08, -0.09, -0.08], [0.06, -0.11, 0.06], [0.03, 0.02, -0.14], [-0.04, 0.13, 0.05], [-0.66, -0.83, 2.19], [0.36, 0.11, 0.07], [-0.06, -0.01, -0.12], [-0.08, 0.01, 0.04], [-0.02, 0.00, -0.01], [0.00, 0.06, 0.08], [-0.04, -0.05, 0.00], [0.06, -0.02, -0.03], [0.02, 0.03, 0.04], [0.00, 0.07, 0.00], [-0.03, 0.04, -0.02], [0.03, -0.01, 0.04], [0.01, 0.04, 0.04], [-0.09, -0.07, -0.11], [0.17, -0.07, 0.13], [0.06, 0.14, 0.14], [-0.20, 0.35, -0.26], [0.09, -0.66, 0.05], [0.34, 0.48, -0.51], [0.23, 0.21, 0.33], [-0.11, 0.04, -0.09], [-0.07, 0.06, -0.07], [0.05, -0.20, 0.04], [-0.03, 0.03, 0.00], [0.27, -0.15, 0.18], [0.06, -0.04, 0.00], [-0.07, 0.04, -0.03], [0.01, 0.03, 0.07], [-0.01, -0.03, -0.02], [-0.17, -0.15, -0.37], [-0.04, -0.03, 0.01], [0.01, -0.01, 0.02], [0.04, 0.03, -0.01], [0.02, -0.02, 0.02], [0.02, 0.05, 0.00], [-0.01, 0.05, 0.01], [-0.06, 0.00, -0.02], [0.02, -0.12, 0.07], [-0.06, -0.01, 0.04], [-0.09, -0.01, 0.00], [-0.06, -0.01, 0.06], [-0.02, 0.05, 0.02], [0.04, -0.01, 0.04], [-0.02, 0.04, -0.02], [0.01, 0.04, -0.03], [-0.01, 0.01, -0.01], [0.00, -0.01, 0.04], [0.04, 0.07, -0.02], [-0.05, -0.01, -0.02], [0.02, 0.01, -0.04], [0.04, -0.03, 0.00], [0.01, 0.00, 0.03]],
  "lowdin_charge": [1.107, -0.146, -0.162, -0.149, 0.057, -0.143, 0.028, 0.007, -0.342, -0.207, -0.349, 0.091, 0.089, 0.158, 0.142, 0.131, 0.133, -0.101, -0.458, 0.329, -0.139, -0.138, -0.487, 0.417, -0.159, -0.159, -0.166, 0.388, -0.173, -0.168, -0.156, 0.095, 0.058, 0.091, 0.051, 0.044, 0.021, 0.048, 0.035, 0.034, 0.036, 0.015, 0.050, 0.043, 0.042, 0.004, 0.033, 0.008, 0.040, 0.012, 0.014, 0.054, 0.026, 0.050, 0.028, 0.012, 0.040, 0.045, 0.746, -0.602, -0.121, -0.067, -0.060, -0.060, -0.129, 0.105, 0.113, 0.113, 0.114, 0.063, -0.098, -0.243, -0.171, -0.147, 0.007, -0.620, 0.799, -0.003, -0.142, -0.171, -0.244, -0.105, -0.154, -0.003, -0.065, -0.065, 0.002, -0.140, 0.077, 0.078, 0.047, 0.113, 0.083, 0.122, 0.105, 0.044, 0.122, 0.078, 0.115, 0.125, 0.108, 0.112, 0.084, 0.078, 0.077, 0.020, 0.120, 0.111, 0.111, 0.117],
  "homo_lumo_gap_ev": [4.771, 4.785],
  "total_charge": 1,
  "largest_force_ha_per_bohr": 0.047,
  "total_energy_ha": -5786.08502,
  "lumo_energy_ev": [-4.878, -4.872]
}